Entry 1:
ORCA calculation (wB97M-V/def2-TZVPD) on a 7-piece molecular cluster, C25H30Br4N2O13 overall at a distorted geometry.

Structure (XYZ):
```
74
Properties=species:S:1:pos:R:3
O -1.142 3.403 -1.618
N -1.384 2.501 -2.360
O -1.401 1.329 -2.062
C -1.933 2.847 -3.601
C -3.120 2.266 -3.931
C -3.676 2.750 -5.117
C -3.041 3.653 -5.968
C -1.736 4.021 -5.628
C -1.206 3.682 -4.398
H -3.518 1.458 -3.324
H -4.627 2.357 -5.403
H -3.522 3.913 -6.908
H -1.080 4.641 -6.274
H -0.305 4.097 -3.927
O 2.940 -0.910 3.947
N 3.044 0.139 3.422
O 3.718 0.371 2.440
C 2.359 1.302 4.020
C 2.275 2.485 3.329
C 1.661 3.573 3.928
C 1.102 3.380 5.210
C 1.183 2.156 5.809
C 1.818 1.082 5.225
H 2.543 2.532 2.276
H 1.737 4.547 3.392
H 0.541 4.190 5.649
H 0.674 1.977 6.771
H 1.929 0.185 5.781
O 2.572 -4.352 -0.336
C 2.920 -4.361 0.831
O 4.205 -4.224 1.215
C 4.307 -4.405 2.671
C 2.883 -4.613 3.162
O 2.141 -4.640 1.920
H 4.953 -5.261 2.778
H 4.765 -3.532 3.088
H 2.465 -3.824 3.752
H 2.798 -5.589 3.602
O -2.244 3.934 4.422
C -1.843 3.681 3.309
O -1.553 4.647 2.367
C -0.959 4.033 1.216
C -1.142 2.560 1.515
O -1.556 2.454 2.856
H -1.567 4.312 0.358
H 0.034 4.228 1.011
H -0.164 2.018 1.344
H -1.819 2.121 0.862
O 1.831 0.652 -4.275
C 1.989 -0.402 -3.756
O 2.691 -1.458 -4.271
C 2.828 -2.531 -3.303
C 1.918 -2.062 -2.185
O 1.512 -0.769 -2.574
H 2.543 -3.462 -3.747
H 3.879 -2.584 -2.990
H 2.370 -1.941 -1.185
H 0.986 -2.663 -2.172
Br -3.631 -5.925 -0.700
C -2.837 -4.524 -1.745
C -3.879 -3.719 -2.426
Br -2.755 -2.370 -3.389
H -2.382 -5.117 -2.595
H -2.135 -3.957 -1.046
H -4.547 -3.168 -1.746
H -4.481 -4.202 -3.164
Br -3.872 -0.958 0.109
C -2.057 -1.656 0.297
C -1.201 -0.581 0.900
Br 0.582 -1.291 1.087
H -1.724 -1.873 -0.729
H -2.126 -2.599 0.842
H -1.505 -0.223 1.899
H -1.027 0.270 0.243
```

Computed properties:
Relative energy (zero: lowest compared OMol25 entry of this formula, charge and spin) (eV): 0.005
Kohn-Sham gap (eV): 9.76
Structure (SMILES): O=[N+]([O-])c1ccccc1.O=[N+]([O-])c1ccccc1.O=C1OCCO1.O=C1OCCO1.O=C1OCCO1.BrCCBr.BrCCBr

---

Entry 2:
ORCA calculation (wB97M-V/def2-TZVPD) on C25H30Cl3NO3Zr as an isolated structure at a distorted geometry.

Structure (XYZ):
```
63
Properties=species:S:1:pos:R:3
C -0.863 1.109 -4.447
C -1.072 -0.284 -4.659
C 0.034 -0.983 -4.098
C -2.271 -0.898 -5.264
C 0.954 -0.018 -3.590
C 0.411 1.273 -3.827
C 1.061 2.527 -3.413
C -1.880 2.144 -4.698
C 0.149 -2.444 -3.935
C 2.187 -0.299 -2.826
Zr -2.067 0.305 -0.250
Cl -3.308 -0.149 -2.031
Cl -3.817 0.550 1.321
Cl -0.838 -1.737 -0.348
H -2.913 -0.135 -5.730
H -2.877 -1.435 -4.517
H -1.968 -1.620 -6.036
H -0.376 -2.775 -3.024
H 1.204 -2.721 -3.830
H -0.272 -2.974 -4.799
H 2.546 -1.304 -3.059
H 2.017 -0.226 -1.736
H 2.981 0.417 -3.099
H 1.244 2.546 -2.330
H 0.429 3.392 -3.634
H 2.021 2.633 -3.950
H -2.685 2.121 -3.941
H -2.310 1.997 -5.701
H -1.431 3.142 -4.628
O -1.188 2.318 -1.302
H -1.324 2.902 -0.529
C 1.103 -3.512 2.172
C -0.033 -2.706 2.725
C -1.361 -3.087 2.479
C -2.425 -2.297 2.883
C -2.174 -1.112 3.560
C -0.853 -0.681 3.729
N -0.663 0.622 4.202
C 0.381 1.520 3.937
C 0.814 2.352 4.983
C 2.041 2.984 4.920
C 2.820 2.862 3.773
C 2.320 2.183 2.658
C 1.071 1.562 2.704
C 0.562 0.859 1.466
O 1.363 0.361 0.662
O -0.739 0.860 1.347
C 0.234 -1.545 3.445
C 1.633 -1.237 3.873
H 1.747 -2.882 1.545
H 1.728 -3.953 2.958
H 0.736 -4.332 1.550
H -1.532 -4.034 1.967
H -3.449 -2.592 2.677
H -2.983 -0.472 3.911
H -1.399 1.009 4.783
H 0.165 2.439 5.850
H 2.385 3.565 5.759
H 3.806 3.310 3.717
H 2.898 2.101 1.732
H 2.230 -0.850 3.032
H 1.670 -0.511 4.692
H 2.126 -2.156 4.218
```

Computed properties:
Relative energy (zero: lowest compared OMol25 entry of this formula, charge and spin) (eV): 0.389
Kohn-Sham gap (eV): 3.57
Total charge: -2

---

no.,E_tot (a.u.)
1,-12354.13165
2,-2678.98895